Record 1
Density functional theory data (ωB97M-V/def2-TZVPD) for a molecular structure, C24H14Br4F6MoN3O7S4 in a non-equilibrium geometry.

Each line ends with the Mulliken charge.
Geometry (Å):
Mo1 0.701 -1.118 -0.167  -0.69
C1 0.078 1.918 -1.477  -1.20
C2 -0.625 0.857 -0.703  1.88
N1 -0.222 0.569 0.531  -0.41
N2 -1.084 0.148 1.437  -0.16
C3 -0.706 -0.723 2.335  0.72
S1 0.834 -1.565 2.200  -0.17
S2 -1.804 -1.126 3.581  -0.02
C4 -3.368 -0.411 2.913  -0.64
C5 -3.538 1.058 3.139  0.48
C6 -3.675 1.547 4.433  -0.48
C7 -3.938 2.887 4.648  -0.68
C8 -4.062 3.750 3.572  -0.47
C9 -3.904 3.273 2.281  -0.74
C10 -3.633 1.932 2.063  0.24
C11 -1.924 0.296 -1.116  0.80
C12 -2.976 0.972 -1.725  -0.86
C13 -4.164 0.307 -1.985  -0.74
C14 -4.324 -1.024 -1.630  -0.57
C15 -3.285 -1.733 -1.044  -0.85
C16 -2.080 -1.081 -0.807  0.31
O1 -0.976 -1.692 -0.345  -0.39
H1 0.453 2.675 -0.789  0.35
H2 -0.612 2.363 -2.190  0.56
H3 0.934 1.536 -2.041  0.03
H4 -4.132 -0.977 3.448  0.56
H5 -3.394 -0.659 1.852  0.02
H6 -3.587 0.869 5.269  0.38
H7 -4.057 3.256 5.656  0.39
H8 -4.275 4.795 3.739  0.40
H9 -4.004 3.944 1.441  0.41
H10 -3.522 1.558 1.056  0.38
H11 -2.880 2.023 -1.960  0.50
H12 -4.973 0.825 -2.473  0.48
H13 -5.263 -1.518 -1.813  0.50
H14 -3.382 -2.780 -0.793  0.55
Br1 3.916 -5.764 -4.099  -0.13
C17 2.981 -4.257 -3.524  0.33
C18 2.718 -3.212 -4.415  0.33
Br2 3.370 -3.292 -6.162  -0.11
C19 1.981 -2.097 -4.009  -0.36
Br3 1.612 -0.665 -5.142  -0.11
C20 1.507 -2.049 -2.706  -0.06
O2 0.863 -1.063 -2.130  0.27
C21 1.827 -3.078 -1.783  0.49
O3 1.461 -2.734 -0.558  -0.64
C22 2.552 -4.188 -2.193  -0.08
Br4 2.953 -5.536 -0.966  -0.09
F1 4.527 -1.768 -2.124  -0.20
C23 4.553 -1.202 -0.909  0.59
F2 5.801 -0.981 -0.580  -0.22
F3 3.996 -2.075 -0.075  -0.16
S3 3.464 0.358 -1.009  1.23
O4 2.283 -0.167 -0.213  0.51
O5 3.126 0.484 -2.381  -0.63
N3 4.027 1.587 -0.305  -0.61
S4 3.922 1.311 1.312  0.99
O6 4.493 0.029 1.559  -0.60
O7 2.593 1.541 1.781  -0.64
C24 5.021 2.711 1.927  0.58
F4 5.442 2.518 3.163  -0.19
F5 4.317 3.831 1.882  -0.19
F6 6.065 2.811 1.127  -0.19

Results
**E_HOMO (alpha / beta)**: -11.25 / -11.19 eV
**Orbital gap (alpha / beta)**: 4.79 / 4.46 eV
**Electronic energy**: -385578.8949 eV
**Charge**: +1



Record 2
Density functional theory data (ωB97M-V/def2-TZVPD) for a molecular structure, C3H6N2O2 in a non-equilibrium geometry.

Each line ends with the Mulliken charge.
Geometry (Å):
C1 0.071 1.140 -0.628  0.00
C2 0.093 -1.091 0.047  0.13
N1 0.423 -0.325 -0.988  -0.25
C3 -0.659 -0.198 0.979  -0.09
O1 -0.509 1.793 -1.698  -0.53
O2 1.071 -0.794 1.553  -0.66
N2 -0.765 1.011 0.507  -0.65
H1 -1.441 1.528 -1.710  0.34
H2 0.868 -1.430 2.252  0.31
H3 1.203 -0.548 -1.589  0.25
H4 1.019 1.651 -0.417  0.36
H5 -0.036 -2.167 -0.041  0.39
H6 -1.337 -0.569 1.734  0.40

Results
**E_HOMO**: -9.05 eV
**Orbital gap**: 9.73 eV
**Electronic energy**: -10281.0807 eV



Record 3
Density functional theory data (ωB97M-V/def2-TZVPD) for a single C6H3Cl3O2 molecule in a non-equilibrium geometry.

Each line ends with the Mulliken charge.
Geometry (Å):
C1 -0.563 3.239 -0.210  0.11
C2 -0.963 2.124 -0.054  -0.97
C3 -1.348 0.688 -0.012  0.87
Cl1 -1.784 0.521 1.803  -0.27
Cl2 -2.853 0.186 -0.932  -0.12
O1 -0.122 0.096 -0.254  -0.12
C4 0.102 -1.297 0.042  0.56
O2 0.327 -1.513 1.336  -0.39
Cl3 -0.943 -2.425 -0.785  -0.10
C5 1.776 -1.396 -0.734  -0.72
C6 2.965 -1.595 -0.716  -0.03
H1 -0.096 4.232 -0.257  0.42
H2 -0.553 -1.282 1.837  0.42
H3 4.055 -1.579 -1.063  0.35

Results
**E_HOMO**: -10.47 eV
**SMILES**: C#CC(Cl)(Cl)O[C@@](O)(Cl)C#C
**Orbital gap**: 10.72 eV
**Electronic energy**: -47926.0186 eV



Record 4
Density functional theory data (ωB97M-V/def2-TZVPD) for 11 unconnected molecules or ions with the total composition H23O11 in a non-equilibrium geometry.

Each line ends with the Mulliken charge.
Geometry (Å):
O1 -1.913 3.261 1.533  -0.57
H1 1.038 -1.862 2.360  0.39
H2 -1.140 0.278 1.179  0.27
O2 -2.679 -2.737 1.007  -0.55
H3 -1.919 3.489 2.355  0.21
H4 2.724 -2.136 2.382  0.27
O3 -1.086 -0.390 -3.459  -0.60
H5 3.283 0.439 -3.668  0.28
H6 -2.270 2.771 -0.461  0.26
O4 -0.787 -1.175 2.538  -0.70
H7 -1.108 -2.098 2.899  0.33
H8 1.911 0.071 -0.843  0.32
O5 -0.579 1.037 0.935  -0.69
H9 -1.852 3.640 -1.598  0.36
H10 -3.233 -3.469 0.809  0.32
O6 1.956 0.840 2.204  -0.56
H11 2.166 1.315 1.360  0.57
H12 -2.655 3.730 1.049  0.31
O7 1.994 -1.749 2.077  -0.62
H13 -0.950 -0.331 -4.364  0.29
O8 2.166 0.880 -0.175  -0.74
H14 -1.678 -0.387 -2.752  0.32
H15 -2.377 -2.075 0.511  0.29
O9 0.340 -3.239 -2.094  -0.60
H16 1.533 1.535 -0.326  0.30
H17 -0.126 -2.484 -1.795  0.26
O10 3.277 -0.052 -2.864  -0.51
H18 1.043 -2.813 -2.701  0.34
H19 3.974 -0.571 -3.177  0.27
O11 -2.624 3.071 -1.391  -0.63
H20 -0.673 -1.503 1.576  0.27
H21 2.301 -0.166 1.741  0.54
H22 0.835 0.856 2.030  0.52
H23 -0.891 2.026 1.124  0.49

Results
**E_HOMO**: -13.82 eV
**Orbital gap**: 10.56 eV
**Electronic energy**: -22884.8607 eV
**Charge**: +1



Record 5
Density functional theory data (ωB97M-V/def2-TZVPD) for a single C3H5NOS2 molecule in a non-equilibrium geometry.

Each line ends with the Mulliken charge.
Geometry (Å):
C1 2.186 0.087 0.331  0.72
C2 1.816 -1.340 0.101  -0.40
C3 -1.473 0.995 0.179  -0.71
N1 1.581 1.016 0.920  -0.38
O1 3.257 0.676 0.004  -0.58
S1 0.009 -1.605 0.239  -0.08
S2 -0.626 -0.044 1.403  -0.05
H1 2.100 -1.676 -0.898  0.30
H2 2.308 -1.963 0.851  0.29
H3 -1.922 1.815 0.732  0.29
H4 -2.245 0.408 -0.312  0.31
H5 -0.752 1.374 -0.542  0.30

Results
**E_HOMO (alpha / beta)**: -9.30 / -9.30 eV
**Orbital gap (alpha / beta)**: 8.30 / 8.30 eV
**Electronic energy**: -28396.8089 eV



Record 6
Density functional theory data (ωB97M-V/def2-TZVPD) for 2 unconnected molecules or ions with the total composition C19H15BBr2ClF4O4PS in a non-equilibrium geometry.

Each line ends with the Mulliken charge.
Geometry (Å):
C1 -2.327 2.855 -2.913  -0.90
B1 -1.421 1.628 -3.505  0.52
O1 -1.193 1.554 -4.920  -0.61
C2 -0.746 0.495 -2.541  0.18
C3 0.621 0.854 -1.884  -0.66
C4 1.250 -0.194 -0.941  0.43
C5 0.618 -1.593 -0.606  0.46
C6 -0.732 -1.956 -1.264  -0.72
C7 -1.381 -0.893 -2.226  0.10
Cl1 -2.998 -1.224 -3.047  -0.17
C8 1.427 -2.558 0.406  0.01
O2 1.440 -3.804 0.279  -0.48
C9 2.205 -1.769 1.584  0.50
C10 2.302 -2.365 3.010  -0.10
O3 1.737 -3.615 3.410  -0.52
C11 3.038 -1.527 4.087  -0.67
C12 3.666 -0.115 3.796  0.43
C13 4.335 0.609 5.046  0.59
F1 5.443 1.438 4.738  -0.27
F2 4.857 -0.451 5.888  -0.28
C14 3.178 1.309 5.905  0.20
F3 3.629 2.288 6.830  -0.27
F4 2.138 1.895 5.116  -0.21
C15 3.567 0.499 2.349  -0.27
P1 4.260 2.204 1.939  0.11
S1 2.902 3.528 2.493  -0.40
C16 2.834 -0.362 1.253  0.71
C17 2.666 0.108 -0.269  -0.11
O4 3.559 0.647 -0.966  -0.49
H1 -1.850 3.348 -1.989  0.29
H2 -2.522 3.679 -3.681  0.27
H3 -3.364 2.463 -2.591  0.25
H4 -1.272 2.447 -5.320  0.31
H5 1.170 1.848 -2.074  0.27
H6 -1.237 -2.958 -1.089  0.38
H7 0.792 -3.670 3.144  0.34
H8 3.077 -1.964 5.144  0.33
H9 2.666 0.465 6.506  0.23
H10 5.553 2.464 2.518  0.12
H11 4.427 2.424 0.514  0.12
Br1 -7.041 -0.046 -2.399  -0.12
C18 -7.300 -1.583 -3.570  -0.60
C19 -7.134 -1.201 -5.020  -0.54
Br2 -8.702 -0.255 -5.686  -0.13
H12 -8.282 -1.996 -3.341  0.41
H13 -6.531 -2.299 -3.271  0.31
H14 -7.052 -2.092 -5.644  0.36
H15 -6.273 -0.557 -5.200  0.32

Results
**E_HOMO**: -8.60 eV
**SMILES**: CB(O)c1cc2c(cc1Cl)C(=O)c1c(O)cc(C(F)(F)C(F)F)c([PH2]=S)c1C2=O.BrCCBr
**Orbital gap**: 6.71 eV
**Electronic energy**: -212406.1301 eV